No. 1
{
  "formula": "C30H30HgO18S3",
  "method": "ωB97M-V with the def2-TZVPD basis set",
  "elements": ["Hg", "C", "C", "C", "O", "C", "C", "C", "O", "O", "O", "H", "H", "C", "C", "C", "O", "C", "C", "C", "O", "O", "O", "H", "H", "C", "C", "C", "O", "C", "C", "C", "O", "O", "O", "H", "H", "C", "C", "C", "S", "O", "O", "C", "H", "H", "H", "H", "H", "H", "H", "H", "C", "C", "C", "S", "O", "O", "C", "H", "H", "H", "H", "H", "H", "H", "H", "C", "C", "C", "S", "O", "O", "C", "H", "H", "H", "H", "H", "H", "H", "H"],
  "xyz": [[0.177, -0.541, -0.609], [-0.135, -2.579, 5.053], [-0.835, -1.401, 5.563], [-1.583, -0.448, 4.517], [-2.365, 0.407, 4.938], [-1.354, -0.780, 3.154], [-0.615, -1.882, 2.697], [-0.065, -2.873, 3.701], [0.535, -3.948, 3.363], [-0.463, -1.952, 1.437], [-1.130, -1.139, 6.732], [0.396, -3.205, 5.756], [-1.721, -0.065, 2.421], [1.213, -2.341, -4.425], [0.925, -2.362, -3.018], [2.122, -2.697, -2.036], [1.980, -2.368, -0.864], [3.246, -3.402, -2.563], [3.430, -3.495, -3.936], [2.390, -2.881, -4.903], [2.659, -2.792, -6.138], [4.404, -4.174, -4.372], [-0.061, -1.781, -2.512], [0.568, -1.748, -5.060], [3.910, -3.856, -1.844], [1.946, 2.488, 2.022], [2.087, 1.135, 1.668], [2.949, 0.132, 2.542], [3.046, -1.024, 2.176], [3.507, 0.665, 3.773], [3.267, 1.982, 4.166], [2.539, 2.923, 3.216], [2.627, 4.181, 3.370], [3.556, 2.350, 5.341], [1.547, 0.626, 0.638], [1.508, 3.196, 1.333], [3.855, -0.005, 4.546], [-3.577, 3.813, 1.614], [-4.164, 3.174, 0.364], [-3.071, 3.030, -0.721], [-1.493, 2.822, 0.240], [-0.621, 3.930, -0.176], [-1.041, 1.457, 0.202], [-2.220, 3.162, 1.853], [-4.254, 3.545, 2.425], [-3.532, 4.891, 1.430], [-5.119, 3.560, 0.011], [-4.384, 2.157, 0.712], [-2.877, 3.936, -1.303], [-3.296, 2.309, -1.506], [-1.526, 3.595, 2.570], [-2.409, 2.174, 2.289], [4.668, 2.077, -2.817], [3.910, 3.448, -2.979], [2.525, 3.225, -2.402], [1.960, 1.676, -3.068], [1.387, 1.810, -4.386], [1.341, 0.822, -2.074], [3.647, 1.069, -3.349], [4.958, 1.816, -1.800], [5.584, 2.026, -3.405], [3.923, 3.703, -4.041], [4.517, 4.225, -2.511], [1.639, 3.830, -2.610], [2.573, 3.037, -1.326], [3.714, 0.957, -4.432], [3.648, 0.036, -2.991], [-3.839, -4.035, 0.349], [-4.317, -4.036, -1.125], [-3.432, -3.057, -1.901], [-3.521, -1.640, -0.769], [-4.759, -0.883, -0.994], [-2.298, -0.906, -0.804], [-3.646, -2.602, 0.810], [-2.988, -4.696, 0.505], [-4.684, -4.548, 0.821], [-5.368, -3.754, -1.186], [-4.239, -5.095, -1.383], [-3.807, -2.560, -2.794], [-2.375, -3.311, -1.974], [-4.452, -2.161, 1.395], [-2.744, -2.374, 1.390]],
  "homo_lumo_gap_ev": 3.3,
  "molar_mass_g_mol": 975.3,
  "charge": -4,
  "multiplicity": 1,
  "total_energy_ev": -105120.807
}


No. 2
{
  "formula": "C39H42O6P",
  "method": "ωB97M-V with the def2-TZVPD basis set",
  "elements": ["C", "C", "C", "P", "C", "C", "C", "C", "O", "C", "C", "C", "O", "C", "H", "H", "H", "H", "H", "H", "H", "H", "H", "H", "H", "H", "H", "H", "H", "H", "H", "H", "H", "H", "H", "H", "H", "H", "H", "H", "C", "C", "C", "C", "C", "C", "C", "O", "C", "C", "C", "C", "C", "C", "C", "O", "H", "H", "H", "H", "H", "H", "H", "H", "C", "C", "C", "C", "C", "C", "C", "O", "C", "C", "C", "C", "C", "C", "C", "O", "H", "H", "H", "H", "H", "H", "H", "H"],
  "xyz": [[6.708, 0.296, -0.923], [6.266, 0.069, -2.497], [4.975, 0.959, -2.977], [3.329, 0.504, -2.065], [2.492, -0.977, -2.933], [1.237, -1.646, -2.118], [0.198, -0.576, -1.439], [-1.207, -1.282, -0.874], [-2.307, -0.267, -0.989], [2.167, 2.042, -2.347], [1.625, 2.694, -0.943], [1.016, 4.207, -1.309], [-0.424, 4.101, -1.608], [-0.663, 3.799, -3.037], [6.456, 1.374, -0.543], [6.324, -0.566, -0.201], [7.897, 0.201, -0.910], [6.170, -1.095, -2.743], [7.192, 0.452, -3.146], [5.144, 2.126, -2.871], [4.811, 0.717, -4.130], [3.476, 0.376, -0.637], [2.101, -0.645, -4.000], [3.291, -1.849, -3.086], [1.552, -2.440, -1.303], [0.605, -2.255, -2.927], [-0.164, 0.203, -2.255], [0.740, -0.082, -0.526], [-1.485, -2.267, -1.444], [-1.088, -1.476, 0.280], [-1.887, 0.643, -0.963], [2.736, 2.857, -2.965], [1.267, 1.662, -3.030], [2.507, 2.761, -0.174], [0.729, 2.099, -0.456], [1.649, 4.690, -2.171], [1.093, 4.832, -0.295], [0.245, 4.120, -3.741], [-1.670, 4.287, -3.378], [-0.787, 2.623, -3.191], [-0.320, -5.973, 1.277], [-0.178, -4.620, 0.970], [0.937, -3.914, 1.425], [1.907, -4.560, 2.200], [1.753, -5.907, 2.528], [0.643, -6.618, 2.056], [2.745, -6.585, 3.387], [2.613, -7.769, 3.672], [3.894, -5.815, 3.903], [4.811, -6.431, 4.765], [5.908, -5.713, 5.247], [6.097, -4.386, 4.864], [5.182, -3.768, 4.010], [4.073, -4.482, 3.536], [3.092, -3.810, 2.662], [3.255, -2.641, 2.329], [-1.184, -6.526, 0.915], [-0.934, -4.115, 0.374], [1.043, -2.859, 1.177], [0.523, -7.673, 2.296], [4.673, -7.468, 5.066], [6.616, -6.192, 5.921], [6.956, -3.829, 5.234], [5.334, -2.730, 3.719], [-4.305, 3.068, -2.928], [-4.036, 1.902, -2.212], [-4.657, 1.679, -0.982], [-5.541, 2.631, -0.460], [-5.791, 3.808, -1.165], [-5.180, 4.022, -2.408], [-6.683, 4.841, -0.602], [-6.906, 5.874, -1.222], [-7.296, 4.617, 0.723], [-8.098, 5.613, 1.295], [-8.691, 5.403, 2.541], [-8.495, 4.198, 3.214], [-7.692, 3.206, 2.649], [-7.083, 3.420, 1.406], [-6.207, 2.379, 0.833], [-6.030, 1.321, 1.426], [-3.828, 3.237, -3.891], [-3.343, 1.164, -2.611], [-4.446, 0.764, -0.430], [-5.381, 4.932, -2.970], [-8.259, 6.556, 0.775], [-9.309, 6.181, 2.986], [-8.963, 4.031, 4.182], [-7.539, 2.269, 3.183]],
  "homo_lumo_gap_ev": 8.1,
  "molar_mass_g_mol": 637.7,
  "charge": 1,
  "multiplicity": 1,
  "total_energy_ev": -62687.170
}


No. 3
{
  "formula": "C16H23N3O6S",
  "method": "ωB97M-V with the def2-TZVPD basis set",
  "elements": ["C", "O", "C", "C", "O", "C", "O", "C", "C", "N", "C", "O", "C", "N", "C", "C", "O", "C", "C", "S", "C", "C", "N", "O", "C", "C", "H", "H", "H", "H", "H", "H", "H", "H", "H", "H", "H", "H", "H", "H", "H", "H", "H", "H", "H", "H", "H", "H", "H"],
  "xyz": [[1.414, 3.026, -1.644], [0.058, 3.405, -1.561], [-0.290, 4.128, -0.414], [-0.290, 3.305, 0.886], [-1.212, 2.230, 0.788], [-0.722, 1.022, 0.486], [0.477, 0.798, 0.417], [-1.741, 0.004, 0.272], [-1.369, -1.279, -0.111], [-0.092, -1.699, -0.333], [0.209, -2.985, -0.648], [-0.646, -3.835, -0.782], [1.699, -3.220, -0.839], [2.464, -2.143, -0.248], [2.620, -2.281, 1.192], [3.213, -0.980, 1.734], [4.460, -0.704, 1.136], [4.327, -0.611, -0.262], [3.759, -1.903, -0.856], [-2.694, -2.348, -0.304], [-3.793, -1.048, 0.092], [-5.230, -1.390, 0.101], [-6.055, -0.417, -0.380], [-5.652, -2.451, 0.504], [-3.161, 0.126, 0.392], [-3.851, 1.365, 0.859], [2.073, 3.882, -1.459], [1.654, 2.222, -0.942], [1.563, 2.666, -2.660], [0.384, 4.988, -0.271], [-1.303, 4.491, -0.603], [-0.624, 3.935, 1.713], [0.709, 2.910, 1.099], [0.659, -1.013, -0.203], [1.953, -4.216, -0.443], [1.881, -3.241, -1.918], [1.645, -2.460, 1.648], [3.289, -3.123, 1.443], [3.397, -1.053, 2.807], [2.510, -0.159, 1.532], [5.325, -0.410, -0.653], [3.654, 0.221, -0.518], [3.634, -1.782, -1.934], [4.463, -2.732, -0.668], [-5.695, 0.359, -0.905], [-7.030, -0.648, -0.479], [-3.803, 2.138, 0.093], [-3.351, 1.753, 1.743], [-4.889, 1.158, 1.103]],
  "homo_lumo_gap_ev": 8.9,
  "molar_mass_g_mol": 385.4,
  "charge": 0,
  "multiplicity": 1,
  "total_energy_ev": -44556.462,
  "smiles": "COCCOC(=O)c1c(NC(=O)CN2CCOCC2)sc(C(N)=O)c1C"
}


No. 4
{
  "formula": "C34H32BF6NO2S",
  "method": "ωB97M-V with the def2-TZVPD basis set",
  "elements": ["C", "C", "C", "C", "C", "B", "C", "C", "C", "C", "F", "F", "F", "C", "C", "C", "F", "F", "F", "C", "O", "C", "C", "C", "C", "C", "O", "S", "H", "H", "H", "H", "H", "H", "H", "H", "H", "H", "H", "H", "H", "H", "H", "H", "H", "H", "C", "N", "C", "C", "C", "C", "C", "C", "C", "C", "C", "C", "C", "C", "C", "C", "C", "H", "H", "H", "H", "H", "H", "H", "H", "H", "H", "H", "H", "H", "H"],
  "xyz": [[-5.715, 5.533, 1.070], [-4.751, 4.429, 0.855], [-4.454, 3.747, -0.308], [-3.554, 2.628, -0.115], [-3.124, 2.550, 1.181], [-2.454, 1.333, 2.037], [-0.988, 2.008, 2.107], [-0.536, 2.655, 3.246], [0.751, 3.190, 3.272], [1.202, 3.918, 4.508], [2.083, 4.926, 4.225], [0.145, 4.476, 5.177], [1.831, 3.085, 5.402], [1.631, 3.035, 2.211], [1.126, 2.415, 1.072], [2.050, 1.949, 0.012], [2.031, 0.567, 0.115], [1.671, 2.233, -1.269], [3.344, 2.350, 0.160], [-0.173, 1.907, 1.006], [-3.189, 1.401, 3.269], [-3.093, 0.281, 4.121], [-3.422, -1.051, 3.390], [-2.871, -2.158, 4.272], [-4.925, -1.197, 3.218], [-2.766, -1.128, 1.969], [-2.565, 0.119, 1.316], [-3.789, 3.831, 2.166], [-6.119, 5.849, 0.105], [-6.549, 5.212, 1.716], [-5.220, 6.395, 1.538], [-4.870, 4.038, -1.270], [-3.245, 1.936, -0.893], [-1.176, 2.770, 4.117], [2.667, 3.360, 2.263], [-0.512, 1.397, 0.106], [-2.070, 0.249, 4.553], [-3.805, 0.440, 4.949], [-3.071, -3.149, 3.847], [-1.785, -2.026, 4.386], [-3.337, -2.103, 5.266], [-5.142, -2.125, 2.676], [-5.413, -1.253, 4.198], [-5.321, -0.340, 2.653], [-1.788, -1.648, 2.024], [-3.416, -1.726, 1.303], [1.102, -4.221, -6.711], [1.585, -3.488, -5.549], [1.953, -2.179, -5.537], [2.450, -1.832, -4.248], [2.876, -0.573, -3.794], [4.010, -0.435, -2.880], [3.720, -0.531, -1.510], [4.669, -0.313, -0.525], [5.998, -0.107, -0.896], [6.350, -0.149, -2.257], [5.376, -0.294, -3.241], [2.404, -3.079, -3.465], [2.769, -3.425, -2.176], [2.402, -4.686, -1.687], [1.661, -5.586, -2.470], [1.330, -5.278, -3.799], [1.773, -4.047, -4.278], [0.505, -5.067, -6.358], [0.466, -3.581, -7.338], [1.919, -4.603, -7.350], [1.856, -1.549, -6.416], [2.492, 0.315, -4.320], [2.703, -0.794, -1.248], [4.372, -0.307, 0.523], [6.755, 0.064, -0.128], [7.403, -0.059, -2.537], [5.650, -0.345, -4.296], [3.367, -2.740, -1.591], [2.711, -4.966, -0.683], [1.322, -6.522, -2.035], [0.724, -5.934, -4.425]],
  "homo_lumo_gap_ev": 2.3,
  "molar_mass_g_mol": 643.5,
  "charge": 0,
  "multiplicity": 1,
  "total_energy_ev": -69177.582
}


No. 5
{
  "formula": "C6H4N2",
  "method": "ωB97M-V with the def2-TZVPD basis set",
  "elements": ["N", "C", "C", "C", "C", "C", "C", "N", "H", "H", "H", "H"],
  "xyz": [[-3.690, -0.765, 0.009], [-2.780, 0.026, -0.017], [-1.464, 0.742, 0.024], [-0.328, 0.118, -0.246], [1.015, 0.881, -0.163], [1.928, -0.029, 0.077], [1.238, -1.301, 0.028], [-0.127, -1.296, -0.250], [-1.537, 1.802, 0.045], [0.993, 1.908, 0.136], [2.952, 0.203, -0.012], [1.800, -2.289, 0.369]],
  "homo_lumo_gap_ev": 8.6,
  "molar_mass_g_mol": 104.1,
  "charge": 0,
  "multiplicity": 1,
  "total_energy_ev": -9263.753,
  "smiles": "N#C/C=C1/C=CC=N1"
}


No. 6
{
  "formula": "C31H33FeN3",
  "method": "ωB97M-V with the def2-TZVPD basis set",
  "elements": ["Fe", "C", "C", "C", "C", "C", "C", "N", "N", "C", "C", "C", "C", "C", "C", "H", "H", "H", "H", "H", "H", "H", "H", "H", "C", "C", "C", "C", "C", "C", "C", "C", "C", "C", "C", "C", "N", "H", "H", "H", "H", "H", "H", "H", "H", "H", "H", "H", "H", "H", "H", "H", "H", "H", "C", "C", "C", "C", "C", "C", "C", "H", "H", "H", "H", "H", "H", "H"],
  "xyz": [[-1.026, -2.408, 0.323], [4.804, -0.377, 0.606], [4.056, 0.641, 0.032], [2.668, 0.575, -0.036], [1.977, -0.540, 0.481], [2.753, -1.576, 1.045], [4.130, -1.492, 1.110], [0.612, -0.747, 0.497], [-0.258, 0.204, 0.125], [-2.626, -0.309, 0.106], [-3.395, 0.836, 0.320], [-4.689, 0.688, 0.818], [-5.193, -0.581, 1.082], [-4.386, -1.707, 0.892], [-3.078, -1.607, 0.415], [5.882, -0.308, 0.662], [4.558, 1.513, -0.376], [2.126, 1.385, -0.501], [2.224, -2.445, 1.427], [4.692, -2.306, 1.559], [-3.003, 1.822, 0.088], [-5.306, 1.563, 0.987], [-6.208, -0.693, 1.446], [-4.804, -2.684, 1.132], [0.920, 2.391, -3.153], [-0.152, 1.746, -2.259], [-1.518, 1.798, -2.950], [-0.188, 2.391, -0.881], [-0.165, 3.773, -0.790], [-0.047, 4.401, 0.438], [0.014, 3.633, 1.583], [-0.079, 2.238, 1.567], [-0.257, 1.634, 2.967], [-1.754, 1.654, 3.317], [0.308, 0.260, 3.309], [-0.164, 1.620, 0.305], [-1.326, -0.401, -0.469], [1.054, 1.787, -4.054], [1.883, 2.450, -2.639], [0.634, 3.400, -3.465], [0.111, 0.699, -2.138], [-1.907, 2.823, -2.967], [-2.237, 1.158, -2.437], [-1.425, 1.449, -3.984], [-0.218, 4.369, -1.695], [0.005, 5.481, 0.502], [0.099, 4.131, 2.544], [0.240, 2.337, 3.636], [-2.300, 0.934, 2.703], [-2.191, 2.642, 3.145], [-1.897, 1.390, 4.370], [-0.239, -0.538, 2.820], [0.220, 0.119, 4.391], [1.361, 0.169, 3.042], [-0.480, -4.564, 0.080], [0.463, -4.055, -0.897], [0.033, -3.193, -1.922], [0.921, -2.582, -2.800], [2.280, -2.832, -2.723], [2.734, -3.701, -1.728], [1.857, -4.288, -0.833], [-0.121, -5.286, 0.803], [-1.500, -4.730, -0.259], [-1.027, -3.032, -2.048], [0.540, -1.899, -3.554], [2.974, -2.367, -3.413], [3.795, -3.908, -1.648], [2.233, -4.945, -0.053]],
  "homo_lumo_gap_ev": [6.0, 6.8],
  "molar_mass_g_mol": 503.5,
  "s2": 8.778,
  "charge": -1,
  "multiplicity": 6,
  "total_energy_ev": -71537.596
}


> What is the formula in the third record?

C16H23N3O6S


> charge of number 2 (C39H42O6P)?

+1


> Number 2 is which compound?

C39H42O6P


> Which value of charge does entry 2 give?

+1